Below is a molecular structure, C2H5InO2 in a non-equilibrium geometry, with properties calculated with ωB97M-V/def2-TZVPD.

HOMO level (alpha / beta)   -0.525 / -0.523 Eh
Energy   -11413.2499 eV
ΔE to the lowest compared entry with this formula, charge and spin   0.0 kJ/mol
<S²>   0.76
Orbital gap (alpha / beta)   8.87 / 5.13 eV

Geometry as ORCA input:
```
! wB97M-V def2-TZVPD RIJCOSX def2/J DEFGRID3
* xyz 1 2
C 0.699 0.380 0.637
C -0.549 -0.448 0.363
O -1.169 -0.007 -0.794
In -1.619 -0.588 -2.394
H 0.397 1.407 0.914
H 1.293 -0.058 1.452
H -1.223 -0.354 1.238
H -0.254 -1.517 0.324
O 1.507 0.421 -0.527
H 0.919 0.765 -1.213
*
```